Arrangement i

Molecular formula: C17H33BrGeN2O5SbSe4Ti
Method: DFT, ωB97M-V/def2-TZVPD

## Properties
2S+1: 2
E_HOMO (spin up / spin down) in eV: -1.1 / -1.2
Total charge: -2

Element x y z (Å)
1 H -3.4332 0.1614 -1.3927
2 C 1.3688 -2.5985 -0.1851
3 C 0.9289 3.7593 0.9356
4 H 1.6768 -1.7022 -3.9614
5 H 1.0804 -3.4446 0.4562
6 C -2.5180 -0.6685 2.4210
7 O -0.3121 -0.0530 1.7873
8 H -0.7952 5.1739 -1.9515
9 H -2.1755 1.4642 2.5906
10 Sb 3.1790 1.0698 -2.7664
11 H 1.6635 3.9872 0.1516
12 H -1.1506 0.8071 -1.3316
13 H -5.7270 0.0033 4.5223
14 C -0.2802 4.2048 -1.9344
15 H 3.0646 2.2159 0.8630
16 H -1.1899 3.5030 1.1146
17 H 2.4436 -2.6496 -0.3729
18 C 2.5103 0.7779 2.4252
19 O 2.5054 -0.4272 1.6248
20 H -3.1826 -2.7197 2.3710
21 Se 2.3332 1.4745 -5.0245
22 H 4.0959 0.1382 0.3941
23 H 2.7172 2.9017 2.4720
24 N -2.7598 -0.1890 -0.7179
25 C -1.4164 -3.3858 -1.7433
26 C 1.3087 -4.5912 -2.6749
27 H 4.5384 -0.7263 1.8969
28 N -1.4328 -0.1801 -1.2413
29 H 1.1774 -5.4130 -1.9685
30 O -1.0872 -1.9529 0.9937
31 H 2.3769 -4.4825 -2.8621
32 H -1.7318 -3.3078 -0.7049
33 H -1.3664 -0.5764 -2.1810
34 Ti 0.2868 -0.8583 0.2678
35 C 2.4044 2.1424 1.7385
36 H 0.8312 -4.8673 -3.6157
37 H -5.2127 -2.2949 3.7298
38 H 0.7995 4.3786 -1.9093
39 H 3.7788 -1.5990 0.5519
40 C -4.8577 -0.1872 3.9106
41 Br -4.4745 2.6415 4.0503
42 H 1.6512 0.6910 3.0925
43 C -3.9909 0.8477 3.5542
44 H -0.5197 3.6429 -2.8339
45 O 1.0683 2.4099 1.3629
46 H -3.0185 -1.1359 -0.4647
47 H 3.4411 0.7481 3.0070
48 Se 1.5699 0.0837 -1.1752
49 C -0.4865 3.9908 0.4310
50 H 0.1045 -2.3595 -4.4140
51 C 3.8022 -0.6549 1.0875
52 H 0.2189 -0.7910 -3.6041
53 Se 5.2267 -0.2510 -2.8907
54 Se 3.8803 3.3160 -2.0206
55 H 1.1173 4.4241 1.7933
56 C -1.3010 -0.9124 1.7418
57 H -1.5281 -4.4330 -2.0303
58 C -4.5499 -1.4796 3.4626
59 C 0.6375 -1.7964 -3.6428
60 Ge 0.5106 -2.8978 -1.9661
61 H -2.1041 -2.8025 -2.3595
62 C -2.8355 0.6483 2.8515
63 O -0.7487 3.4349 -0.8323
64 H -0.6908 5.0697 0.3999
65 C -3.4206 -1.7227 2.7203

Atom charges from the Mulliken analysis, given in e for atoms 1 to 6: 0.267, -1.182, -0.335, 0.312, 0.418, 0.710



Arrangement ii

Molecular formula: C17H33BrGeN2O5SbSe4Ti
Method: DFT, ωB97M-V/def2-TZVPD

## Properties
2S+1: 2
E_HOMO (spin up / spin down) in eV: -0.9 / -2.2
Total charge: -2

Element x y z (Å)
1 H 6.4852 -3.4022 0.8120
2 N -1.0411 -3.6056 -2.6397
3 H 1.3186 0.0336 -1.9186
4 H -1.5085 -3.1750 3.6162
5 H 1.0096 4.8766 -0.9272
6 N -0.9042 -2.3486 -3.3281
7 H 0.0716 0.7319 3.0015
8 H -2.2373 3.5469 0.2134
9 C 3.2105 -3.0619 -0.0782
10 C 2.7386 2.3038 0.4518
11 H -3.6143 1.6464 -2.1269
12 H 2.4481 -3.5194 -0.6945
13 O -0.9538 -1.4585 2.5997
14 H -0.0702 3.9175 0.0972
15 H -0.4790 -3.5129 -1.8010
16 C -1.6814 -0.4550 3.2535
17 Se -2.4923 -1.2544 -0.3264
18 C 5.4859 -2.9963 0.7650
19 C 3.8908 -1.2894 1.4637
20 H -0.0759 1.0079 -2.3784
21 Ge 1.5788 2.3916 -1.1217
22 C 0.5918 0.7676 -1.5514
23 H -2.6393 -2.6485 2.3274
24 H -3.7144 2.6220 -0.1842
25 Se -5.4973 -2.7042 -2.4050
26 H -1.5073 -1.6626 -2.8780
27 C -2.5587 1.9169 -2.2038
28 Br 6.4956 -1.0375 2.5707
29 Se -5.7737 -1.9572 1.6944
30 C -1.0049 0.8498 2.8962
31 H 3.4119 1.4483 0.3934
32 H -1.2480 -2.4843 -4.2698
33 H 4.7152 -4.4717 -0.5977
34 H -0.3561 3.9940 -1.6449
35 C -2.5808 1.7309 1.3389
36 H 3.3318 3.2202 0.5132
37 H 3.4051 1.9968 -2.8862
38 O -1.2343 1.2181 1.5216
39 H -2.0605 1.1935 -2.8450
40 H 2.1470 2.1978 1.3600
41 H -2.8192 2.3660 2.1958
42 H -3.2781 0.8953 1.2914
43 C 2.8742 -1.8908 0.6616
44 C -2.6557 2.5414 0.0750
45 Ti -0.4248 -0.2140 0.0096
46 O -1.9364 1.8642 -0.9279
47 H -1.6507 -0.5864 4.3460
48 O 1.2244 -0.2298 1.2098
49 H 3.3351 3.7171 -2.4612
50 Sb -5.3053 -1.1998 -0.5450
51 C 0.4177 3.9595 -0.8772
52 H 3.6593 -0.4065 2.0419
53 C 2.7332 2.8274 -2.6635
54 H -2.7327 -0.4682 2.9399
55 O 0.5859 -1.8683 -0.0874
56 H -2.0013 -3.7055 -2.3156
57 C 4.4784 -3.5848 -0.0208
58 H -1.3595 1.6638 3.5328
59 H -2.4614 2.9218 -2.6337
60 C 5.1368 -1.8549 1.4862
61 C 1.5802 -1.3489 0.6264
62 Se -5.9646 1.0915 -0.9262
63 H -1.0704 -3.3465 1.8886
64 C -1.5874 -2.7274 2.6177
65 H 2.1198 3.0168 -3.5469

Atom charges from the Mulliken analysis, given in e for atoms 1 to 6: 0.382, -0.684, 0.538, 0.305, 0.500, -0.271



Computed stability ranking, most favorable first: arrangement ii, arrangement i



Arrangement i

Molecular formula: C3H9O
Method: DFT, ωB97M-V/def2-TZVPD

## Properties
2S+1: 1
E_HOMO in eV: -2.2
Total charge: -1

Element x y z (Å)
1 H 1.6925 0.1717 3.4095
2 H -0.4520 1.6333 -1.1442
3 H -1.1405 1.2489 0.4785
4 H 0.3506 -0.6172 0.7263
5 H 1.2795 -0.1760 -0.6472
6 H -0.2004 -2.0341 -1.4369
7 O 1.1062 -0.1421 2.7122
8 C -0.6387 -1.0675 -1.1985
9 H -1.5709 -1.2980 -0.6678
10 H -0.9212 -0.5258 -2.1033
11 H 0.5001 1.8347 0.3174
12 C 0.2480 -0.2314 -0.2919
13 C -0.2532 1.2034 -0.1543

Atom charges from the Mulliken analysis, given in e for atoms 1 to 6: 0.110, 0.375, 0.272, 0.221, 0.258, 0.321



Arrangement ii

Molecular formula: C3H9O
Method: DFT, ωB97M-V/def2-TZVPD

## Properties
2S+1: 1
E_HOMO in eV: -2.1
Total charge: -1

Element x y z (Å)
1 H -0.0943 1.3126 0.8115
2 H 1.5028 0.8753 0.0614
3 H 0.2554 -1.2150 0.7848
4 O -1.2212 2.8955 2.3858
5 C 0.1849 -1.5690 -1.3007
6 H -0.9834 2.2959 3.1025
7 H 0.2215 1.3781 -1.0504
8 H -1.2190 -0.7301 0.0200
9 H 1.2229 -1.7637 -1.1163
10 C 0.4048 0.7792 -0.0609
11 H 0.2153 -0.9411 -2.2208
12 C -0.1707 -0.7503 -0.0819
13 H -0.3189 -2.5675 -1.3352

Atom charges from the Mulliken analysis, given in e for atoms 1 to 6: 0.296, 0.265, 0.241, -1.132, -1.007, 0.121



Arrangement iii

Molecular formula: C3H9O
Method: DFT, ωB97M-V/def2-TZVPD

## Properties
2S+1: 1
E_HOMO in eV: -2.2
Total charge: -1

Element x y z (Å)
1 H -1.0113 -0.6321 -0.0633
2 H 0.5123 0.9329 1.0490
3 H -3.3748 -0.4849 -0.3897
4 H 0.2989 1.3560 -0.6378
5 H 2.8502 1.4638 0.2116
6 C 2.2574 0.6199 -0.1623
7 C 0.0850 -0.7333 -0.2022
8 C 0.7499 0.6196 0.0269
9 H 2.5610 0.4679 -1.2014
10 H 2.7221 -0.1957 0.4135
11 H 0.4693 -1.5196 0.4327
12 O -2.9206 -0.4474 0.4416
13 H 0.1598 -0.9522 -1.2778

Atom charges from the Mulliken analysis, given in e for atoms 1 to 6: 0.225, 0.263, 0.126, 0.235, 0.337, -1.108



Computed stability ranking, most favorable first: arrangement i, arrangement iii, arrangement ii



Arrangement i

Molecular formula: C3H10N2S
Method: DFT, ωB97M-V/def2-TZVPD

## Properties
2S+1: 2
E_HOMO (spin up / spin down) in eV: -12.7 / -12.7
Total charge: +1

Element x y z (Å)
1 H 2.6383 1.3670 -1.1640
2 N 1.0375 1.1517 -2.5440
3 C -0.9742 -0.8031 1.9327
4 H 0.7971 2.1575 -2.5207
5 H -0.2088 -1.5393 1.5735
6 H 0.1984 0.5830 -2.6608
7 C -2.0772 -0.6534 0.7908
8 H -1.6191 -0.2734 -0.0831
9 N 1.9545 -0.6068 -1.2935
10 S -0.0486 0.6864 2.3472
11 H 2.5987 -0.7434 -0.5443
12 C 1.9328 0.6558 -1.6138
13 H -2.7903 0.0942 1.1267
14 H -2.6417 -1.5630 0.6426
15 H 0.5512 0.7277 1.1402
16 H -1.3486 -1.2409 2.8706

Atom charges from the Mulliken analysis, given in e for atoms 1 to 6: 0.402, -0.504, -0.446, 0.260, 0.372, 0.274



Arrangement ii

Molecular formula: C3H10N2S
Method: DFT, ωB97M-V/def2-TZVPD

## Properties
2S+1: 2
E_HOMO (spin up / spin down) in eV: -12.5 / -12.5
Total charge: +1

Element x y z (Å)
1 H -2.2440 -1.3402 -1.3200
2 N -2.6412 -1.9392 -0.5739
3 N 1.9898 1.4919 -1.2917
4 H 1.6726 2.6315 0.4387
5 H 2.0352 0.4773 -1.5142
6 H 1.2054 1.8917 -1.8560
7 H -3.2144 -2.7685 -0.7993
8 H -2.0212 -2.5404 1.3743
9 S 0.8845 -0.9993 0.6743
10 C -2.0253 -1.8175 0.5499
11 H 2.7856 1.3206 0.6602
12 C 0.6207 0.8074 0.8104
13 H -0.2457 1.1439 0.2275
14 H -1.2311 -1.0020 0.5258
15 H 0.6489 1.0319 1.8938
16 C 1.7804 1.6108 0.2001

Atom charges from the Mulliken analysis, given in e for atoms 1 to 6: 0.320, -0.186, -0.540, 0.415, 0.234, 0.233



Computed stability ranking, most favorable first: arrangement i, arrangement ii